Density functional theory data (wB97M-V/def2-TZVPD) for a structure of composition C17H34AlO4.

Last column: natural (NBO) charge in e.
CARTESIAN COORDINATES (ANGSTROEM)
1 C -0.82722 -0.89597 -5.79655  -0.6123
2 C -0.27192 -0.77336 -4.35897  -0.3975
3 C 1.25409 -0.78928 -4.28401  -0.3876
4 C 1.70405 -1.10325 -2.82249  -0.4022
5 C 2.86225 -0.20836 -2.30864  -0.4017
6 C 2.43450 0.68231 -1.11936  -0.4031
7 C 3.38142 0.73198 0.08165  -0.4076
8 C 4.00643 -0.58948 0.49992  -0.3881
9 C 3.03712 -1.63774 1.15645  -1.0036
10 Al 1.11007 -1.10033 1.42648  1.6578
11 O -0.02125 -1.91426 0.22046  -0.9624
12 C -1.25040 -2.17739 0.85572  -0.0681
13 C -1.12620 -1.62368 2.29921  0.0554
14 C -2.28050 -1.80403 3.28289  -0.4196
15 C -3.16330 -0.54922 3.24541  -0.3769
16 C -2.51989 0.61450 4.02738  -0.5091
17 C -2.89724 1.92733 3.42469  0.8053
18 O -3.74833 2.57848 3.92317  -0.6226
19 O -2.26519 2.30679 2.31701  -0.4940
20 C -2.54167 3.63444 1.90171  -0.0701
21 C -1.76346 3.96307 0.63796  -0.6304
22 O 0.16159 -1.88842 2.79357  -0.9495
23 H -1.59313 -1.66757 -5.83064  0.2010
24 H -0.06929 -1.14929 -6.53209  0.1978
25 H -1.32489 0.02858 -6.08096  0.1976
26 H -0.65088 0.13764 -3.89939  0.1981
27 H -0.62983 -1.61737 -3.77870  0.2047
28 H 1.71013 0.13761 -4.62535  0.1864
29 H 1.61451 -1.62166 -4.89060  0.1842
30 H 0.81045 -1.03045 -2.20696  0.2293
31 H 2.02467 -2.13889 -2.74824  0.2003
32 H 3.14655 0.44788 -3.13144  0.1809
33 H 3.72533 -0.83723 -2.11419  0.2007
34 H 2.35979 1.70224 -1.50239  0.1909
35 H 1.41558 0.42759 -0.83736  0.2189
36 H 4.19092 1.43893 -0.13303  0.1772
37 H 2.85959 1.15904 0.93183  0.2280
38 H 4.54739 -1.09452 -0.29837  0.1784
39 H 4.77176 -0.34608 1.24121  0.1829
40 H 3.13418 -2.56871 0.59752  0.2092
41 H 3.42595 -1.87423 2.15140  0.2085
42 H 0.86411 0.46277 1.68603  -0.4773
43 H -1.65996 -3.18277 0.71331  0.1414
44 H -1.93788 -1.45889 0.36804  0.1336
45 H -1.07522 -0.53304 2.10074  0.1421
46 H -1.85250 -1.93066 4.27652  0.2119
47 H -2.89311 -2.68500 3.07944  0.1927
48 H -4.19426 -0.73782 3.54110  0.1956
49 H -3.17524 -0.22793 2.20390  0.2044
50 H -1.44594 0.43621 3.98220  0.2476
51 H -2.83043 0.63392 5.06434  0.2195
52 H -3.59461 3.78617 1.69294  0.1819
53 H -2.25719 4.34541 2.67425  0.1760
54 H -1.45492 5.00455 0.63042  0.2024
55 H -0.86938 3.35393 0.52487  0.2400
56 H -2.36719 3.81551 -0.25399  0.2011

Atomic forces in eV per Å
C -0.37 0.17 0.54
C 0.30 -0.08 -0.85
C -0.02 -0.88 0.99
C 0.24 0.48 -0.54
C -0.86 0.04 -0.16
C 0.36 0.15 -0.29
C 0.46 -0.02 -0.43
C -0.26 -0.58 1.03
C 0.05 0.62 -0.25
Al -0.44 -1.44 0.05
O 0.56 -0.14 0.27
C -0.15 1.93 -0.41
C 0.83 0.53 -0.13
C -0.14 -0.07 0.01
C 0.27 0.04 -0.29
C 0.51 -0.75 -0.63
C 0.86 -1.22 0.16
O -2.02 1.92 1.00
O 0.56 -0.30 -0.34
C 0.24 0.80 -0.65
C 0.12 -0.25 -0.33
O 0.22 -0.36 0.13
H -0.07 -0.13 -0.11
H 0.15 0.05 -0.05
H 0.10 0.11 -0.29
H -0.05 -0.01 0.20
H -0.10 -0.05 0.22
H -0.07 0.10 -0.20
H 0.08 0.21 -0.44
H 0.17 0.10 0.43
H -0.14 -0.22 -0.08
H 0.22 0.03 -0.07
H 0.10 0.08 0.30
H -0.14 0.15 0.06
H -0.04 -0.23 0.30
H 0.09 0.00 -0.18
H -0.19 0.01 0.14
H 0.05 0.27 -0.29
H 0.14 0.07 0.01
H -0.29 -0.17 -0.03
H -0.03 -0.03 0.12
H 0.02 0.27 -0.11
H 0.40 -0.30 0.25
H -0.64 -0.54 0.06
H -0.59 0.09 -0.08
H 0.04 -0.07 0.12
H 0.08 -0.14 -0.13
H -0.04 0.07 0.20
H -0.31 -0.08 -0.19
H 0.16 0.26 -0.03
H -0.09 0.00 0.15
H -0.30 -0.20 0.28
H -0.04 -0.18 0.36
H 0.01 0.16 0.11
H 0.07 -0.08 0.19
H -0.06 -0.16 -0.09

Computed properties:
Total charge: -1

Density functional theory data (wB97M-V/def2-TZVPD) for a structure of composition C17H34BrIN3O13P.

Last column: natural (NBO) charge in e.
CARTESIAN COORDINATES (ANGSTROEM)
1 N -5.45489 1.95571 1.69565  -0.8356
2 C -4.79677 2.62950 0.52503  0.3964
3 N -5.51309 3.91426 0.39725  -0.8358
4 N -5.10012 1.86043 -0.67293  -0.8464
5 C -3.26481 2.77871 0.87261  -0.4552
6 C -2.22837 2.36520 -0.20902  0.0294
7 O -0.98314 2.54628 0.57482  -0.5134
8 C -0.75037 1.32447 1.20613  0.9761
9 O 0.07287 1.07999 1.95649  -0.5046
10 O -1.70693 0.36310 0.72619  -0.5536
11 C -1.96114 0.87070 -0.57254  -0.0879
12 Br -0.05759 0.91681 -1.35425  -0.0512
13 P -2.91555 -0.09290 -1.89884  0.9323
14 O -2.55537 -1.71640 -1.68937  -0.9709
15 I -1.80447 0.43864 -4.04535  -0.0518
16 H -5.31343 2.56846 2.50319  0.3518
17 H -4.95976 1.07662 1.86767  0.3446
18 H -5.33423 4.31088 -0.52586  0.3692
19 H -5.18160 4.54878 1.12212  0.3563
20 H -5.05499 0.87493 -0.40203  0.3581
21 H -6.08690 2.00046 -0.90244  0.3876
22 H -3.08676 2.30114 1.85770  0.2266
23 H -3.08838 3.86293 1.05585  0.2357
24 H -2.07800 3.08869 -1.03497  0.2418
25 H -3.35495 -2.08616 -1.27845  0.5009
26 C 4.61972 1.96198 -4.93540  -0.6390
27 C 4.69699 0.86068 -5.97347  -0.0712
28 O 4.36297 -0.41552 -5.40798  -0.4991
29 C 3.05707 -0.64270 -5.23659  0.9847
30 O 2.16274 0.11320 -5.51813  -0.6446
31 O 2.91417 -1.84914 -4.67583  -0.5017
32 C 1.56200 -2.17901 -4.35219  -0.2610
33 H 5.22959 1.71247 -4.06573  0.2089
34 H 4.96712 2.90806 -5.35219  0.2197
35 H 3.59701 2.09795 -4.58100  0.2260
36 H 5.71987 0.77522 -6.33992  0.1922
37 H 4.06161 1.07580 -6.83401  0.1963
38 H 0.90739 -2.06005 -5.21457  0.1992
39 H 1.21736 -1.56076 -3.52200  0.1956
40 H 1.54010 -3.22173 -4.04243  0.1983
41 C -3.12257 -1.98881 4.79783  -0.6387
42 C -3.30058 -0.63616 5.45668  -0.0709
43 O -4.68747 -0.27744 5.54095  -0.4992
44 C -5.37667 -0.86680 6.52289  0.9818
45 O -4.93805 -1.64623 7.32874  -0.6432
46 O -6.64675 -0.45632 6.44143  -0.4946
47 C -7.52095 -1.08073 7.38213  -0.2572
48 H -3.62769 -2.01296 3.83001  0.2064
49 H -2.06449 -2.20879 4.65143  0.2228
50 H -3.55754 -2.78285 5.40586  0.2257
51 H -2.82073 0.13126 4.84875  0.1878
52 H -2.83564 -0.60577 6.44321  0.1978
53 H -7.13910 -0.98990 8.39821  0.1980
54 H -7.66243 -2.12960 7.12000  0.1887
55 H -8.48125 -0.57294 7.32405  0.1959
56 C 4.85957 -1.89442 -1.98365  -0.6509
57 C 5.89042 -0.82628 -2.27984  -0.0683
58 O 6.75831 -0.61199 -1.15645  -0.4959
59 C 7.72229 -1.52045 -0.99266  0.9821
60 O 7.92759 -2.47478 -1.69826  -0.6464
61 O 8.41359 -1.19802 0.10731  -0.4959
62 C 9.42718 -2.14128 0.45327  -0.2566
63 H 4.31590 -1.65936 -1.06566  0.2087
64 H 4.14860 -1.98086 -2.80534  0.2347
65 H 5.33058 -2.86706 -1.83432  0.2223
66 H 5.38845 0.12271 -2.46514  0.1848
67 H 6.47030 -1.06529 -3.17280  0.1975
68 H 10.08994 -2.33718 -0.38880  0.1966
69 H 8.97052 -3.06775 0.80284  0.1881
70 H 10.01168 -1.71167 1.26413  0.1939

Atomic forces in eV per Å
N 0.34 0.41 -0.45
C -1.27 -0.01 1.19
N 0.67 -0.48 -0.19
N 0.41 -0.13 0.28
C -0.95 0.32 -1.04
C 1.54 0.74 0.71
O -0.41 -1.39 1.33
C -3.08 1.51 -2.74
O 2.32 -0.66 2.59
O 0.29 0.48 -0.58
C 1.64 0.48 -0.16
Br 0.54 -0.31 -0.26
P -1.67 -0.83 -0.20
O 0.29 1.21 0.35
I -0.61 -0.28 0.22
H -0.15 -0.48 0.01
H -0.12 0.33 0.24
H 0.10 0.06 0.37
H -0.16 0.07 -0.38
H 0.11 0.24 -0.37
H 0.27 0.18 0.21
H 0.21 -0.06 -0.90
H 0.10 -0.72 -0.25
H -0.66 -0.68 0.27
H 0.31 -0.06 -0.21
C -0.24 -0.06 0.22
C 0.18 0.54 -0.11
O -0.11 -0.19 -0.06
C 0.08 0.08 0.12
O 0.07 -0.12 -0.02
O -0.01 0.14 -0.30
C -0.37 -0.19 0.18
H 0.13 0.05 -0.11
H 0.03 -0.05 -0.01
H 0.00 0.01 -0.12
H -0.04 -0.29 0.10
H -0.13 -0.11 0.13
H 0.06 0.15 0.05
H -0.08 0.06 -0.13
H 0.27 0.04 -0.03
C -0.22 -0.21 0.05
C 0.49 -0.23 -0.13
O -0.10 0.17 0.13
C -0.01 -0.08 -0.18
O -0.05 0.13 -0.04
O 0.16 0.04 0.03
C -0.30 -0.09 0.19
H 0.12 0.09 -0.03
H -0.02 0.06 -0.02
H 0.08 0.07 0.07
H -0.26 0.11 0.02
H -0.19 -0.06 0.03
H 0.09 -0.10 -0.09
H 0.10 0.01 0.11
H 0.13 0.11 -0.19
C 0.01 -0.25 0.24
C -0.41 -0.19 -0.35
O 0.27 0.08 0.03
C -0.24 0.02 0.05
O 0.07 0.12 0.07
O -0.01 0.03 -0.13
C 0.26 -0.15 0.16
H -0.02 0.12 -0.07
H 0.13 0.05 0.06
H 0.05 0.05 -0.10
H 0.17 0.08 0.24
H 0.09 -0.08 0.15
H -0.14 -0.06 -0.03
H 0.04 -0.02 -0.14
H -0.18 0.16 -0.03

Computed properties:
Total charge: 0

Density functional theory data (wB97M-V/def2-TZVPD) for a structure of composition C17H34CaF2NO19S2.

Last column: Löwdin charge in e.
CARTESIAN COORDINATES (ANGSTROEM)
1 Ca -0.37356 0.12334 -0.00335  1.4679
2 N -2.23481 -0.45032 0.95892  -0.4371
3 S -3.68218 -0.06358 0.64170  0.4747
4 O -4.27732 1.07041 1.36881  -0.2550
5 O -4.52163 -1.14944 0.11349  -0.2670
6 F -3.28670 0.72347 -0.66916  -0.1966
7 S -2.53701 -1.06384 2.54066  0.5900
8 O -3.49457 -2.16236 2.65139  -0.2505
9 O -2.43406 -0.13507 3.67044  -0.2565
10 F -1.23038 -1.90138 2.63579  -0.1647
11 C 3.09836 2.87250 3.02656  -0.0131
12 O 2.00254 2.36936 2.29690  0.0196
13 C 1.31964 1.35264 2.78683  -0.5246
14 O 0.51948 0.78707 2.06074  -0.0037
15 O 1.78065 0.92200 3.98519  -0.0026
16 C 1.05779 0.02725 4.75346  -0.0340
17 H 3.91376 2.16362 2.88265  0.1146
18 H 2.80800 3.02820 4.06558  0.1069
19 H 3.24364 3.89981 2.69247  0.0975
20 H 1.50032 -0.14623 5.73437  0.1087
21 H 1.03625 -0.94551 4.26217  0.1013
22 H 0.04234 0.39865 4.89140  0.1027
23 C 0.93688 -5.40217 -1.82888  -0.0090
24 O 1.08547 -4.26190 -0.92015  -0.0214
25 C 0.00257 -3.46814 -0.53602  -0.4808
26 O 0.01760 -2.31457 -0.17806  0.0489
27 O -1.10260 -4.24622 -0.49968  -0.0055
28 C -2.40247 -3.79661 -0.14746  -0.0188
29 H 1.47397 -6.29477 -1.50810  0.1027
30 H 1.31013 -5.09906 -2.80710  0.0712
31 H -0.09701 -5.65442 -2.06454  0.0950
32 H -2.60853 -3.73332 0.92101  0.0892
33 H -3.17444 -4.53156 -0.37551  0.1090
34 H -2.71032 -2.91691 -0.71268  0.0649
35 C -3.36073 -1.67961 -3.09282  0.0122
36 O -2.00071 -1.85786 -3.43311  0.0302
37 C -1.07381 -1.07166 -3.09818  -0.5146
38 O -1.14496 -0.09216 -2.26782  -0.0497
39 O 0.06314 -1.42061 -3.78061  0.0162
40 C 0.18734 -2.64350 -4.56720  -0.0062
41 H -3.74830 -2.58188 -2.61975  0.1037
42 H -3.80067 -1.60905 -4.08760  0.1114
43 H -3.66344 -0.75950 -2.59294  0.0955
44 H -0.70308 -3.12952 -4.96600  0.1014
45 H 0.63923 -3.47677 -4.02912  0.0644
46 H 0.92439 -2.56633 -5.36652  0.1023
47 C -2.32814 3.12055 2.74254  -0.0521
48 C -2.43404 3.88138 1.39034  -0.1377
49 O -1.09451 4.32997 1.05282  0.0432
50 C -0.34679 3.60366 0.23507  -0.5412
51 O -0.57508 2.49661 -0.24830  -0.0001
52 O 0.76962 4.26423 -0.08971  0.0032
53 C 1.15920 5.58830 0.38799  0.0009
54 H -1.74081 2.20973 2.62613  0.0470
55 H -3.29422 2.99024 3.23020  0.0880
56 H -1.87278 3.72580 3.52640  0.0772
57 H -3.19945 4.65574 1.33914  0.1345
58 H -2.78791 3.10932 0.70712  0.0949
59 H 1.91883 5.64683 1.16750  0.0884
60 H 0.37145 6.18698 0.84531  0.0931
61 H 1.42620 6.17668 -0.48987  0.1002
62 C 3.78343 -2.20226 -0.65803  -0.0414
63 C 4.04104 -0.76919 -0.24640  -0.2271
64 O 3.93274 0.12301 -1.33530  0.0309
65 C 2.66841 0.61521 -1.58648  -0.4283
66 O 1.66698 0.29702 -0.87811  -0.0862
67 O 2.79172 1.49841 -2.58651  0.0225
68 C 1.68217 2.40142 -2.95429  0.0420
69 H 2.75892 -2.54210 -0.80966  0.0498
70 H 4.17582 -2.83633 0.13700  0.0903
71 H 4.33457 -2.30750 -1.59252  0.0926
72 H 5.12109 -0.68263 -0.12763  0.1318
73 H 3.51337 -0.41333 0.63850  0.1218
74 H 1.25751 2.96537 -2.12380  0.0753
75 H 1.02047 1.63885 -3.36505  0.0934
76 H 1.97981 3.11544 -3.72220  0.1024

Atomic forces in eV per Å
Ca 1.36 0.65 -1.14
N -0.77 -2.09 5.16
S -6.51 2.90 -3.96
O 1.07 -2.99 -0.13
O 1.62 1.87 1.54
F 0.47 0.17 -1.06
S 0.51 -2.06 3.93
O 0.64 2.61 -1.03
O -0.23 -1.02 -2.98
F 1.41 0.19 -0.40
C 0.01 0.89 0.88
O -1.18 -0.22 -0.15
C 1.35 -1.32 -0.04
O -0.37 -0.03 1.03
O 0.54 2.26 -1.75
C -1.66 -1.74 0.48
H 0.30 0.57 0.28
H 0.32 -0.54 0.13
H 0.52 -0.38 -0.59
H 0.39 0.58 -0.24
H -0.24 -0.03 -0.09
H -0.07 -0.19 0.00
C -0.72 0.44 -0.81
O -1.27 1.60 0.27
C -1.02 -2.91 0.04
O 0.88 -0.21 -0.51
O 1.03 -0.26 -0.43
C -1.36 0.42 0.22
H 0.01 0.47 0.52
H 0.55 0.15 0.22
H -0.08 0.03 0.73
H 0.87 0.75 0.13
H 0.66 -0.62 -0.77
H 0.36 0.28 0.45
C -1.79 0.20 -1.09
O -1.02 -1.11 0.15
C 2.31 2.46 1.49
O 0.70 -3.39 -2.90
O -0.20 0.53 0.75
C 0.25 -1.19 -0.04
H 0.24 0.24 0.16
H -0.48 -0.16 0.11
H 0.78 -0.18 0.44
H -0.41 0.99 0.02
H -0.02 0.43 1.07
H -0.30 1.15 -0.06
C -0.19 1.49 0.25
C -0.31 -2.39 1.21
O -0.52 -0.23 -0.68
C 0.09 0.82 0.07
O 0.04 1.03 0.76
O 0.57 -0.09 0.26
C -1.07 0.98 -0.03
H -0.41 -0.08 0.05
H -0.22 -0.75 -0.68
H 0.65 0.33 -0.27
H 0.79 0.54 0.24
H 0.36 0.21 -0.50
H 0.40 -1.01 -0.41
H -0.64 -0.62 -0.18
H 0.42 -0.44 0.00
C -0.13 0.02 0.15
C 0.97 -0.66 0.17
O -3.32 1.60 -1.29
C 0.45 0.01 1.21
O 2.99 1.20 -2.55
O -0.01 -0.07 1.47
C -0.47 -1.61 -0.06
H -0.08 0.57 -0.01
H 0.29 -0.18 -0.22
H 0.09 -0.53 0.10
H -0.03 -0.19 0.82
H -0.09 0.00 -0.12
H 0.20 -0.49 0.21
H -0.86 0.85 -0.11
H 0.61 -0.49 0.09

Computed properties:
Total charge: +1

no.,Kohn-Sham gap (eV)
1,7.85
2,8.20
3,11.04